This record from OMol25 describes a cluster of 2 separate species, C37H40N5 in total at a distorted geometry. The level of theory is ωB97M-V/def2-TZVPD.

Summary:
- highest occupied orbital energy (eV) = -10.8
- gap between HOMO and LUMO (eV) = 7.62
- relative energy (zero: lowest compared OMol25 entry of this formula, charge and spin) (kJ/mol) = 99.05
- spin multiplicity = 1
- energy (eV) = -46460.39490
- charge = +1

Each line ends with the Löwdin charge.
Geometry (Å):
1 N 2.47108 -3.43085 -1.25612  0.28
2 N -2.01202 3.82062 -0.24334  0.16
3 N 0.64251 -2.35774 -0.14446  0.10
4 N 1.59807 -2.96641 -0.66367  -0.20
5 N 1.23702 0.15632 0.83431  0.02
6 C -2.44935 -3.62531 3.29757  -0.06
7 C -0.83249 -2.80200 1.72288  -0.20
8 C -4.36662 2.36968 -0.06736  -0.05
9 C 1.33836 1.65993 -4.26715  -0.01
10 C 0.97839 0.94468 -1.95527  -0.18
11 C -0.19273 -0.18995 2.65272  -0.10
12 C 1.53793 -3.49640 1.84135  -0.18
13 C 1.72969 5.22474 -1.11345  -0.06
14 C 0.21514 0.93768 -0.69241  0.03
15 C -2.96849 0.36856 0.35878  -0.05
16 C 0.66782 1.78950 -3.05677  -0.01
17 C 2.35223 0.69681 -4.42590  -0.25
18 C 2.20954 -5.80324 1.46971  -0.05
19 C 3.22299 -5.67262 2.42729  -0.07
20 C 0.32432 1.25866 2.73073  -0.13
21 C 3.08840 0.59917 -5.72793  -0.04
22 C -1.85115 2.47235 -0.29081  -0.11
23 C 1.47880 3.85676 -0.87966  -0.03
24 C 1.48369 1.32191 1.73790  -0.14
25 C -3.21433 1.26554 -1.97474  -0.02
26 C 0.19499 3.47764 -0.50659  -0.16
27 C -0.79908 4.46970 -0.37874  -0.19
28 C 1.34177 -4.73360 1.23012  -0.07
29 C -0.58298 5.82178 -0.62136  0.00
30 C 1.94523 -0.05521 -2.16192  -0.04
31 C -0.47117 2.18817 -0.41320  -0.12
32 C 0.71653 6.18747 -1.00057  -0.07
33 C 0.58992 -2.38107 1.34204  -0.28
34 C -3.13166 -3.02667 1.05111  -0.07
35 C -1.81748 -2.70637 0.74027  -0.06
36 C -3.09527 1.61574 -0.48908  -0.53
37 C 3.32548 -4.48092 3.15054  -0.07
38 C 2.64094 -0.15281 -3.35473  -0.02
39 C 0.89052 -0.93025 1.84270  -0.16
40 C 2.47832 -3.39387 2.88542  -0.03
41 C -1.12857 -3.27112 3.00386  -0.03
42 C -3.44212 -3.49088 2.33123  -0.07
43 H -3.32107 2.18099 -2.58062  0.10
44 H -1.13756 -0.15611 2.07862  0.09
45 H 3.91250 -6.49864 2.61083  0.11
46 H -4.47330 -3.74540 2.56539  0.11
47 H -4.31173 2.71417 0.97473  0.10
48 H -2.33268 0.71927 -2.34042  0.09
49 H -5.21278 1.67322 -0.14553  0.10
50 H 2.07374 -6.71296 0.88861  0.11
51 H -0.30471 0.01685 -0.45982  0.10
52 H -3.85293 -0.27285 0.25269  0.10
53 H 2.06367 -0.11060 0.27689  0.13
54 H 4.07996 -4.39159 3.93678  0.11
55 H -1.42698 6.50631 -0.51461  0.12
56 H -0.41741 -0.66708 3.62865  0.13
57 H -2.88026 4.33170 -0.13429  0.16
58 H 2.58721 -2.49129 3.50047  0.11
59 H -0.45239 1.96405 2.39832  0.11
60 H -3.87159 -2.89994 0.26773  0.11
61 H -1.52558 -2.39467 -0.26596  0.11
62 H 1.51367 2.25710 1.17593  0.10
63 H 3.42093 -0.90145 -3.49221  0.12
64 H 1.09576 2.30941 -5.09982  0.12
65 H 0.59720 1.55096 3.75789  0.12
66 H 0.47186 -4.90195 0.58990  0.13
67 H 2.39181 0.62586 -6.57641  0.09
68 H -4.58555 3.21844 -0.73478  0.09
69 H 0.91534 7.23892 -1.20973  0.11
70 H -2.86834 0.63923 1.41999  0.10
71 H 2.45653 1.16758 2.23750  0.14
72 H -0.12403 2.53749 -2.99127  0.13
73 H -4.10605 0.64494 -2.13852  0.10
74 H 3.64670 -0.34104 -5.76391  0.08
75 H 3.80543 1.42137 -5.86920  0.09
76 H 2.27167 3.11480 -0.98607  0.12
77 H 1.81114 -1.06130 2.44853  0.13
78 H 2.72983 5.55063 -1.39316  0.11
79 H -0.33446 -3.36597 3.75616  0.13
80 H 2.13192 -0.78884 -1.38141  0.06
81 H -2.09810 -0.22088 0.05160  0.05
82 H -2.68347 -3.99681 4.29522  0.11


This record from OMol25 describes an isolated molecule of C22H36ClNO4S at a distorted geometry. The level of theory is ωB97M-V/def2-TZVPD.

Summary:
- highest occupied orbital energy (eV) = -8.3
- gap between HOMO and LUMO (eV) = 8.93
- spin multiplicity = 1
- energy (eV) = -56434.26771
- charge = 0

Each line ends with the Löwdin charge.
Geometry (Å):
1 Cl 1.65544 -2.49551 -2.18318  0.77
2 S -1.60363 -1.20201 1.46948  0.95
3 O -0.95427 -0.02923 0.53032  -0.32
4 O -2.93441 1.88236 1.95320  0.04
5 O -0.74012 -2.51712 0.96957  -0.31
6 O -2.96464 -1.34506 1.05255  -0.36
7 N -1.42428 2.80461 -0.33743  -0.07
8 C 2.85094 0.04715 -0.14447  -0.27
9 C 2.97252 2.47199 0.97516  -0.10
10 C -0.26665 -2.43825 -0.38315  -0.25
11 C -1.01885 2.19704 -1.62464  -0.20
12 C 0.44880 0.10909 0.81587  -0.17
13 C -3.90473 2.57416 -0.08528  -0.15
14 C 2.09719 -2.83619 0.44643  -0.35
15 C 1.19799 -1.96636 -0.48587  -0.57
16 C -6.16528 1.01801 0.49217  -0.09
17 C 1.81929 -4.36741 0.46698  -0.21
18 C -4.96839 2.48232 -0.95228  -0.06
19 C 0.46673 1.76777 -1.55491  -0.15
20 C 3.47192 0.73531 -1.38973  -0.06
21 C -2.72868 3.45771 -0.43968  -0.17
22 C 1.36961 -0.40242 -0.33351  -0.31
23 C 2.20914 -2.37918 1.91234  -0.05
24 C -3.99508 1.82832 1.08101  -0.28
25 C 0.72070 0.22988 -1.61256  -0.17
26 C 2.58825 -5.19446 -0.61281  -0.11
27 C -6.08104 1.72571 -0.68475  -0.10
28 C -5.10276 1.07211 1.35603  -0.04
29 C 3.17607 0.95113 1.08376  -0.21
30 H 4.54390 0.86025 -1.19148  0.09
31 H -2.73234 4.29292 0.27634  0.13
32 H 0.76787 -4.65355 0.53242  0.10
33 H -0.25766 -0.21390 -1.80735  0.10
34 H 3.11549 -2.76957 0.04138  0.11
35 H 3.42285 2.95013 0.10351  0.07
36 H 1.29219 0.04026 -2.51804  0.07
37 H 0.92746 2.29308 -0.71747  0.08
38 H 0.63610 -0.38471 1.77781  0.10
39 H 1.93209 2.79878 1.07804  0.06
40 H -5.16996 0.51402 2.28880  0.12
41 H -6.90200 1.71501 -1.39605  0.10
42 H -7.05539 0.44181 0.71856  0.11
43 H -0.31516 -3.46385 -0.75743  0.11
44 H 2.68516 0.63896 2.01273  0.09
45 H 1.89783 -5.83847 -1.16319  0.07
46 H 3.30073 -5.86938 -0.12342  0.07
47 H 2.25509 -4.72640 1.40498  0.10
48 H 3.05697 1.72230 -1.59665  0.06
49 H -1.69316 1.35013 -1.78640  0.12
50 H 3.53670 -0.79796 -0.03186  0.12
51 H 3.38341 0.11878 -2.28771  0.07
52 H 3.18677 -4.55997 -1.26573  0.04
53 H -1.16428 2.97822 -2.39022  0.11
54 H 0.91384 2.19880 -2.46044  0.11
55 H -0.96515 -1.90103 -1.02880  0.12
56 H -0.75375 3.52109 -0.07873  0.10
57 H 2.57628 -1.36053 2.05342  0.05
58 H 1.25306 -2.44327 2.44439  0.08
59 H -4.94541 3.03126 -1.89231  0.11
60 H 4.24555 0.80939 1.29187  0.12
61 H 3.47622 2.91823 1.84423  0.08
62 H -3.24855 1.57139 2.81177  0.11
63 H 2.88933 -3.02658 2.47496  0.09
64 H -2.89388 3.89206 -1.44091  0.11
65 H 0.61003 1.17088 0.99840  0.11


This record from OMol25 describes a structure of composition C45H37AsCl2IrO8P2SSi at a distorted geometry. The level of theory is ωB97M-V/def2-TZVPD.

Summary:
- highest occupied orbital energy (spin up / spin down) (eV) = -8.0 / -9.1
- gap between HOMO and LUMO (spin up / spin down) (eV) = 7.83 / 7.12
- relative energy (zero: lowest compared OMol25 entry of this formula, charge and spin) (kJ/mol) = 18.23
- spin multiplicity = 2
- energy (eV) = -189661.57398
- charge = 0

Each line ends with the Löwdin spin population.
Geometry (Å):
1 Ir 0.42635 -0.17683 0.77031  0.50
2 As 2.99571 -0.40587 2.67773  0.00
3 Cl -3.79369 -3.72341 1.11282  0.00
4 Cl -1.86143 -4.05254 -1.05589  0.00
5 S 1.93000 -3.40219 0.86038  0.00
6 P 2.11781 -0.14507 -1.27222  0.18
7 P -0.70473 1.20459 2.16884  0.05
8 Si -0.20726 1.51136 -0.74765  -0.01
9 O 1.53279 -0.99501 3.48329  0.01
10 O 3.92371 0.52618 3.63223  0.00
11 O 2.12804 -4.21490 -0.31551  0.00
12 O 1.55261 -2.00776 0.40887  0.05
13 O 1.10246 -3.92079 1.90293  0.00
14 O -1.23941 -1.08081 -0.01103  0.00
15 O -1.25955 -2.34674 1.82771  0.03
16 O 2.29437 0.46032 1.37993  0.00
17 C 6.03295 -3.15743 2.83270  0.00
18 C 3.75565 -0.82411 -0.98519  0.01
19 C 1.40586 2.46170 3.37909  0.00
20 C -3.44982 0.72025 2.22794  0.01
21 C 3.55127 2.09055 -2.29002  0.01
22 C 4.08068 -2.08481 -1.47594  0.01
23 C -1.82998 3.94672 -0.53538  0.00
24 C 1.42007 3.77129 -1.65900  0.00
25 C 5.97885 -0.59025 -0.09825  0.00
26 C -1.31063 2.75001 1.46602  0.00
27 C 2.57810 4.28806 -2.22473  0.00
28 C 0.21721 1.77539 3.62300  0.00
29 C 2.39082 1.58518 -1.71343  0.02
30 C -4.49979 -0.91633 3.64087  0.00
31 C 0.47473 2.20030 5.97735  0.00
32 C -2.71807 -2.89573 -0.00958  0.00
33 C 0.32757 -2.13603 -4.99799  0.01
34 C 4.37539 -4.28622 1.51890  0.00
35 C 0.80556 -2.18363 -2.63918  0.01
36 C 1.30994 2.40549 -1.40856  0.00
37 C 3.96412 -2.03814 2.27712  0.00
38 C 5.21253 -2.04310 2.89893  0.00
39 C -1.27535 0.87509 -2.14396  0.00
40 C -1.65674 -2.06913 0.72250  0.00
41 C -4.59098 0.05992 2.65980  0.00
42 C -1.22237 2.85158 0.08790  0.00
43 C 1.45343 -0.95434 -2.74882  0.03
44 C 5.61261 -4.28157 2.14064  0.00
45 C 4.70739 -0.07745 -0.28628  0.01
46 C 1.53191 -0.31859 -3.98865  0.01
47 C -2.20926 0.39740 2.77443  0.02
48 C 3.54547 -3.17347 1.58811  0.00
49 C 0.24867 -2.76925 -3.76635  0.00
50 C 2.13379 2.99103 4.43129  0.00
51 C -0.25542 1.65874 4.92888  0.00
52 C 1.67079 2.85930 5.73106  0.00
53 C -2.46778 4.91475 0.22058  0.00
54 C -3.26518 -1.24911 4.17885  0.00
55 C 0.97170 -0.91118 -5.10901  0.00
56 C -1.93483 3.72621 2.24186  0.00
57 C 5.35424 -2.59481 -1.27130  0.00
58 C 6.30145 -1.85015 -0.58712  0.01
59 C -2.50671 4.81464 1.61112  0.00
60 C 3.63757 3.45030 -2.55038  0.00
61 C -2.12127 -0.60804 3.73636  0.01
62 H -0.11603 -2.59484 -5.87228  0.00
63 H -3.32071 -2.26317 -0.65099  0.00
64 H 6.71119 -0.01373 0.45200  0.00
65 H 6.99678 -3.14384 3.32518  0.00
66 H 4.03369 -5.15274 0.96905  0.00
67 H 2.24428 3.26513 6.55413  0.00
68 H 5.52034 -1.15732 3.44009  0.00
69 H 1.78411 2.54773 2.36816  0.00
70 H 1.59057 -0.77282 4.42261  0.00
71 H -0.89273 -0.01388 -2.63761  0.00
72 H -3.18497 -2.03484 4.91771  0.00
73 H -2.26030 0.63649 -1.74086  0.00
74 H 0.10454 2.10432 6.99001  0.00
75 H -0.25718 -3.72092 -3.67173  0.00
76 H -1.15394 -0.91559 4.11173  0.00
77 H 4.38188 1.43492 -2.51959  0.00
78 H -5.39094 -1.43252 3.97367  0.00
79 H -5.55113 0.31114 2.22832  0.00
80 H -1.97889 3.62754 3.32027  0.00
81 H 5.59846 -3.58263 -1.63940  0.00
82 H -2.93544 5.76000 -0.26830  0.00
83 H 0.61154 4.44357 -1.40083  0.00
84 H -1.18982 1.15772 5.13602  0.00
85 H 7.29168 -2.25563 -0.42292  0.00
86 H -1.80504 4.04537 -1.61496  0.00
87 H -2.99536 5.58383 2.19473  0.00
88 H 0.73203 -2.68421 -1.68375  0.00
89 H 2.65868 5.35256 -2.40536  0.00
90 H 1.03420 -0.41238 -6.06755  0.00
91 H -1.38431 1.66961 -2.88877  0.00
92 H 2.01801 0.64383 -4.08036  0.00
93 H 3.07750 3.47921 4.23234  0.00
94 H 4.44918 0.89365 0.11377  0.00
95 H -3.53287 1.48392 1.46553  0.00
96 H 6.24421 -5.15895 2.08433  0.00
97 H 4.53788 3.85870 -2.99076  0.00
98 H 3.34014 -2.67912 -1.99425  0.00


This record from OMol25 describes a cluster of 2 separate species, C2H3ClFNO2 in total at a distorted geometry. The level of theory is ωB97M-V/def2-TZVPD.

Summary:
- highest occupied orbital energy (spin up / spin down) (eV) = -10.0 / -9.1
- gap between HOMO and LUMO (spin up / spin down) (eV) = 9.25 / 7.27
- relative energy (zero: lowest compared OMol25 entry of this formula, charge and spin) (kJ/mol) = 530.75
- spin multiplicity = 1
- energy (eV) = -22940.72500
- charge = 0

Each line ends with the Löwdin charge.
Geometry (Å):
1 Cl 2.22412 0.23905 0.05007  0.88
2 F 0.75785 2.23190 0.01123  -0.05
3 O 0.62745 -1.56339 -0.69749  -0.10
4 O -0.68601 -1.58240 1.06404  0.02
5 N -0.38875 -1.21438 -0.06988  -0.53
6 C 0.90972 1.01825 0.58826  -0.63
7 C -1.19604 -0.25848 -0.66993  0.14
8 H 0.78508 1.04086 1.64521  0.08
9 H -2.23910 -0.17538 -0.36891  0.09
10 H -0.79432 0.26397 -1.55260  0.10